An isolated molecule of C5H6N2O3 in a non-equilibrium geometry, computed with the ωB97M-V functional and the def2-TZVPD basis.

## Properties
energy above the lowest of the compared OMol25 structures with the same formula, charge and spin	101.7	kJ/mol
structure (SMILES)	OC1(O)OCc2ccnn21
gap between HOMO and LUMO	9.85	eV
largest force on an atom	0.036	Eh/bohr

```
! wB97M-V def2-TZVPD RIJCOSX def2/J DEFGRID3
* xyz 0 1
O -2.3068 0.5529 -0.0674
C -1.8982 0.1890 1.2482
O -0.8079 -0.6673 1.2938
C 0.3634 -0.0641 1.8670
C -0.1277 1.2716 2.3186
C 0.1677 2.4526 2.9720
C -1.0648 3.1585 2.9452
N -2.0133 2.4962 2.2834
N -1.4102 1.3633 1.9342
H 0.7176 -0.6935 2.6933
H 1.1487 0.0090 1.1026
H 1.0978 2.7514 3.4441
H -1.2842 4.1371 3.3683
O -2.9538 -0.4407 1.8439
H -2.5414 -0.2401 -0.5642
H -3.3893 -0.9881 1.1274
*
```

Charges in e, computed with Löwdin, in the same order as the atoms:
1 O 0.0783
2 C -0.6076
3 O 0.0110
4 C -0.0610
5 C -0.1818
6 C -0.0071
7 C -0.1380
8 N 0.1150
9 N -0.0267
10 H 0.1349
11 H 0.1337
12 H 0.0978
13 H 0.1032
14 O 0.0976
15 H 0.1045
16 H 0.1462